Model one:
The following is a quantum chemistry calculation of a single C5H2O molecule, from OMol25.

Atoms and positions in Å:
C  2.125  -0.529  0.067
C  1.478  0.476  -0.092
C  0.336  1.261  0.003
C  -0.775  0.816  0.229
C  -1.862  -0.079  0.517
O  -1.770  -1.256  0.245
H  2.621  -1.430  0.328
H  -2.723  0.374  1.011

Output
gap between HOMO and LUMO: 9.07 eV
multiplicity: 1
E_LUMO: -0.71 eV

***

Model two:
The following is a quantum chemistry calculation of a single C5H2O molecule, from OMol25.

Atoms and positions in Å:
C  1.945  -0.586  1.209
C  1.066  -0.449  0.429
C  -0.151  -0.427  -0.397
O  -0.348  -1.121  -1.310
C  -0.996  0.728  -0.136
C  -1.504  1.849  0.189
H  2.559  -0.507  2.219
H  -1.934  2.780  0.493

Output
gap between HOMO and LUMO: 10.13 eV
multiplicity: 1
E_LUMO: -0.43 eV

***

Name the least stable of them. model one.

***

Model one:
The following is a quantum chemistry calculation of a gas-phase ion, C4H11NS2 (charge +1), from OMol25.

Atoms and positions in Å:
S  -3.234  -0.288  0.262
S  -1.480  -1.120  -0.339
C  -0.203  0.193  0.107
C  0.769  0.493  -1.056
C  2.303  0.202  -0.633
N  2.817  1.169  0.331
C  3.750  0.650  1.266
H  -3.873  0.239  -0.803
H  -0.947  0.910  0.179
H  0.282  -0.110  1.004
H  0.625  -0.124  -1.938
H  0.523  1.708  -1.344
H  3.034  0.291  -1.510
H  2.249  -0.844  -0.281
H  2.214  1.814  0.843
H  3.580  0.954  2.375
H  3.543  -0.450  1.297
H  4.767  0.710  0.988

Output
gap between HOMO and LUMO (alpha / beta): 9.01 / 3.91 eV
multiplicity: 2
E_LUMO (alpha / beta): -3.21 / -8.28 eV
net charge: +1

***

Model two:
The following is a quantum chemistry calculation of a gas-phase ion, C4H11NS2 (charge +1), from OMol25.

Atoms and positions in Å:
N  -2.660  0.213  -0.963
C  -1.547  1.142  -0.973
C  -1.961  2.587  -0.645
C  -0.514  0.762  0.070
S  0.247  -0.874  -0.219
S  2.073  -0.570  0.550
C  2.140  -1.576  2.034
H  -2.915  -0.044  -0.014
H  -3.523  0.551  -1.369
H  -1.079  1.115  -1.961
H  -2.512  2.596  0.297
H  -1.145  3.277  -0.848
H  -2.764  2.900  -1.323
H  0.288  1.494  0.107
H  -0.998  0.742  1.053
H  1.755  -2.590  1.915
H  1.503  -1.094  2.777
H  3.168  -1.669  2.376

Output
gap between HOMO and LUMO (alpha / beta): 9.16 / 5.00 eV
multiplicity: 2
E_LUMO (alpha / beta): -3.92 / -8.08 eV
net charge: +1

***

Name the least stable of them. model one.

***

Model one:
The following is a quantum chemistry calculation of 2 unconnected molecules or ions with the total composition C5H10NO, from OMol25.

Atoms and positions in Å:
N  -0.656  1.938  -0.646
C  -1.209  1.564  0.721
O  -2.141  2.385  1.182
H  -0.533  2.947  -0.583
H  -1.467  1.829  -1.254
H  -1.564  0.512  0.594
H  -0.296  1.472  1.372
C  0.229  -1.448  1.289
C  0.691  -1.099  0.092
C  1.392  -2.086  -0.733
C  1.988  -1.803  -1.890
H  0.363  -2.468  1.638
H  -0.292  -0.753  1.931
H  0.564  -0.108  -0.338
H  1.494  -3.084  -0.307
H  2.521  -2.545  -2.471
H  1.887  -0.803  -2.298

Output
gap between HOMO and LUMO: 6.02 eV
multiplicity: 1
E_LUMO: 3.59 eV
net charge: -1

***

Model two:
The following is a quantum chemistry calculation of a gas-phase ion, C5H10NO (charge -1), from OMol25.

Atoms and positions in Å:
C  2.626  2.049  -0.047
C  1.734  1.093  -0.351
C  0.467  0.723  0.378
C  -0.395  -0.390  -0.264
N  0.154  -1.665  0.129
C  -1.918  -0.208  0.019
O  -2.541  -1.426  -0.056
H  2.759  2.466  0.949
H  3.307  2.433  -0.800
H  1.991  0.437  -1.182
H  -0.007  1.642  0.712
H  0.942  0.190  1.211
H  -0.249  -0.361  -1.354
H  0.377  -1.732  1.125
H  -0.582  -2.371  0.154
H  -1.991  0.265  1.040
H  -2.327  0.517  -0.705

Output
gap between HOMO and LUMO: 6.17 eV
multiplicity: 1
E_LUMO: 3.75 eV
net charge: -1

***

Model three:
The following is a quantum chemistry calculation of a gas-phase ion, C5H10NO (charge -1), from OMol25.

Atoms and positions in Å:
C  1.925  0.794  1.867
C  1.999  0.553  0.569
C  1.190  -0.528  -0.072
C  -0.118  -0.155  -0.808
N  -1.294  -0.368  0.092
C  -2.535  -0.007  -0.817
O  -2.499  -0.494  -2.029
H  2.585  1.435  2.438
H  1.080  0.543  2.508
H  2.822  0.874  -0.077
H  1.688  -1.118  -0.859
H  0.836  -1.253  0.640
H  -0.334  -0.740  -1.709
H  -0.313  0.919  -1.102
H  -1.176  -1.351  0.378
H  -3.483  -0.233  -0.292
H  -2.372  1.131  -0.729

Output
gap between HOMO and LUMO: 6.28 eV
multiplicity: 1
E_LUMO: 3.79 eV
net charge: -1

***

Name the least stable of them. model three.

***

Model one:
The following is a quantum chemistry calculation of a molecular structure, C3H8O2, from OMol25.

Atoms and positions in Å:
C  0.335  -0.802  0.420
O  0.649  -0.461  1.774
C  0.235  0.898  1.556
C  0.156  0.678  0.041
O  -1.103  -0.580  -2.523
H  1.146  -1.364  -0.062
H  -0.594  -1.393  0.366
H  -1.140  -1.230  -1.811
H  -0.735  1.102  2.030
H  0.975  1.619  1.919
H  -0.768  0.952  -0.470
H  1.010  1.094  -0.500
H  -0.165  -0.512  -2.740

Output
gap between HOMO and LUMO: 10.57 eV
multiplicity: 1
E_LUMO: 0.79 eV

***

Model two:
The following is a quantum chemistry calculation of a single C3H8O2 molecule, from OMol25.

Atoms and positions in Å:
O  -0.221  -0.879  2.248
C  0.274  -0.947  0.936
C  -0.268  0.192  0.071
C  0.393  0.277  -1.299
O  -0.115  1.396  -2.017
H  0.502  -0.670  2.851
H  -0.116  -1.863  0.482
H  1.360  -1.008  0.797
H  -0.167  1.144  0.528
H  -1.333  0.012  -0.098
H  0.241  -0.590  -1.943
H  1.459  0.469  -1.194
H  -1.070  1.277  -2.082

Output
gap between HOMO and LUMO: 10.95 eV
multiplicity: 1
E_LUMO: 0.89 eV

***

Model three:
The following is a quantum chemistry calculation of a single C3H8O2 molecule, from OMol25.

Atoms and positions in Å:
C  -1.583  0.236  0.331
C  -0.322  -0.429  -0.181
O  -0.319  -0.367  -1.592
C  0.916  0.258  0.359
O  2.033  -0.356  -0.257
H  -1.605  1.285  0.017
H  -1.621  0.193  1.425
H  -2.466  -0.264  -0.073
H  -0.286  -1.480  0.153
H  0.579  -0.612  -1.863
H  0.885  1.330  0.110
H  0.976  0.147  1.449
H  2.809  0.046  0.140

Output
gap between HOMO and LUMO: 10.97 eV
multiplicity: 1
E_LUMO: 0.80 eV

***

Name the least stable of them. model one.

***

Model one:
The following is a quantum chemistry calculation of a single C3H8O2 molecule, from OMol25.

Atoms and positions in Å:
O  1.469  -0.975  1.809
C  1.191  -0.363  0.540
C  -0.223  0.073  0.295
C  -0.898  0.028  -1.071
O  -1.639  1.281  -1.357
H  0.698  -0.881  2.433
H  1.892  0.470  0.341
H  1.468  -1.182  -0.151
H  -0.890  -0.500  0.962
H  -0.443  1.093  0.670
H  -0.130  -0.121  -1.909
H  -1.632  -0.738  -0.994
H  -0.864  1.813  -1.569

Output
gap between HOMO and LUMO: 11.24 eV
multiplicity: 1
E_LUMO: 0.89 eV

***

Model two:
The following is a quantum chemistry calculation of 2 unconnected molecules or ions with the total composition C3H8O2, from OMol25.

Atoms and positions in Å:
O  1.634  1.014  -0.361
C  1.262  -0.108  -0.635
C  -0.175  -0.534  -0.807
C  -1.255  0.267  -0.041
O  -0.967  1.621  0.199
H  2.020  -0.897  -0.821
H  -0.345  -0.493  -1.894
H  -0.247  -1.597  -0.541
H  -2.179  0.247  -0.631
H  -1.470  -0.266  0.900
H  -0.005  1.733  0.240
H  0.652  -0.189  2.215
H  1.076  -0.798  2.178

Output
gap between HOMO and LUMO: 11.00 eV
multiplicity: 1
E_LUMO: 0.85 eV

***

Name the least stable of them. model two.